(1)
{"formula": "C33H28N5O2PPtS2", "method": "the ωB97M-V functional and the def2-TZVPD basis", "gap_ha": [0.1364, 0.1672], "max_force_ev_per_a": 2.67, "multiplicity": 3, "homo_energy_ha": [0.0233, -0.0077], "e_tot_ev": -80423.250, "charge": -2, "e_lumo_ha": [0.160, 0.159], "species": ["Pt", "N", "P", "C", "C", "C", "C", "C", "C", "C", "C", "C", "C", "C", "C", "C", "C", "C", "C", "C", "N", "H", "H", "H", "H", "H", "H", "H", "H", "H", "H", "H", "H", "H", "H", "H", "N", "C", "C", "C", "C", "C", "C", "S", "O", "O", "N", "C", "S", "C", "C", "N", "H", "H", "H", "H", "H", "H", "H", "H", "C", "C", "C", "C", "C", "C", "C", "H", "H", "H", "H", "H"], "positions_angstrom": [[0.5017, 1.7403, 1.7620], [0.3909, -0.9269, 3.1933], [-0.9508, 0.1464, 3.1798], [-1.8474, -0.8051, 4.5315], [-2.4180, -0.0890, 5.5893], [-3.2266, -0.7022, 6.5239], [-3.5058, -2.0625, 6.4272], [-2.9557, -2.7884, 5.3712], [-2.1572, -2.1696, 4.4367], [-1.9559, -0.5475, 1.8303], [-3.2689, -0.2452, 1.6559], [-3.9876, -0.7384, 0.5221], [-3.4391, -1.5135, -0.4362], [-2.0075, -1.9315, -0.3977], [-1.2306, -1.2150, 0.7231], [1.6531, -0.7318, 2.6978], [2.5265, -1.8158, 2.6068], [3.8321, -1.6073, 2.1913], [4.2259, -0.3073, 1.8973], [3.2974, 0.7050, 1.9828], [2.0218, 0.5183, 2.3686], [0.2034, -1.8693, 3.5092], [-2.2192, 0.9729, 5.6611], [-3.6533, -0.1287, 7.3400], [-4.1484, -2.5509, 7.1500], [-3.1660, -3.8487, 5.2828], [-1.7769, -2.7489, 3.6042], [-3.7931, 0.3524, 2.3917], [-5.0425, -0.4942, 0.4543], [-4.0438, -1.8862, -1.2544], [-1.9300, -3.0258, -0.4075], [-0.3958, -1.8310, 1.0664], [2.1673, -2.8138, 2.8268], [4.5180, -2.4360, 2.0928], [5.2294, -0.0994, 1.5631], [3.5696, 1.7248, 1.7382], [2.0993, 1.2538, -6.9031], [2.4226, 0.6056, -5.7030], [2.7524, 1.3469, -4.5686], [3.1591, 0.7064, -3.4109], [3.2412, -0.6730, -3.3798], [2.8987, -1.4192, -4.4876], [2.4907, -0.7861, -5.6508], [3.7038, -1.4671, -1.8311], [3.5874, -2.9038, -2.0100], [5.0470, -1.0123, -1.5245], [2.7331, -0.8206, -0.7551], [1.4443, -0.7801, -0.8376], [0.4632, -2.0197, -1.8908], [-1.1055, -1.2230, -1.4351], [-0.6975, -0.2117, -0.3365], [0.6802, 0.0533, -0.2592], [1.7306, 2.1854, -6.7696], [1.5220, 0.6978, -7.5179], [2.6773, 2.4268, -4.5943], [3.4140, 1.2684, -2.5253], [2.9549, -2.4949, -4.4156], [2.2157, -1.3694, -6.5222], [-1.5950, -0.8534, -2.3396], [-1.2839, 0.7077, -0.3503], [-0.4289, 2.9678, 0.6690], [-0.9576, 3.3720, -0.5302], [-0.3919, 2.8578, -1.7466], [-0.9111, 3.1806, -2.9691], [-1.9964, 4.0523, -3.0867], [-2.5393, 4.6002, -1.9271], [-2.0473, 4.2828, -0.6860], [0.4494, 2.1875, -1.6499], [-0.4759, 2.7507, -3.8658], [-2.4141, 4.2942, -4.0570], [-3.3754, 5.2893, -2.0133], [-2.4841, 4.7169, 0.2054]], "forces_ev_per_angstrom": [[0.0, 1.3, 0.5], [-0.3, -0.7, 0.4], [0.2, 1.3, -0.1], [-0.6, -0.3, 0.2], [0.5, 0.0, -0.5], [-0.4, -0.5, 0.4], [0.2, 0.2, -0.2], [-0.3, -0.3, 0.4], [0.3, 0.4, 0.0], [-1.0, 0.3, -0.3], [1.5, -0.1, 1.0], [-0.4, -0.7, -1.3], [-0.3, 0.4, 0.4], [0.0, -0.4, 0.0], [0.1, 0.0, 0.1], [0.4, 0.0, 0.3], [0.5, -0.1, -0.2], [-0.5, 0.3, 0.2], [0.1, -0.2, 0.2], [0.1, 0.1, 0.2], [0.3, -0.8, 0.2], [0.2, 0.1, -0.1], [0.0, 0.1, 0.0], [0.0, 0.0, 0.0], [0.0, 0.0, 0.0], [0.0, 0.0, 0.0], [0.0, -0.1, -0.1], [0.0, 0.0, 0.1], [0.0, 0.0, -0.1], [-0.1, 0.0, 0.0], [0.0, 0.0, 0.0], [-0.1, 0.1, 0.0], [0.0, 0.0, 0.0], [0.0, -0.1, -0.1], [0.0, 0.1, -0.1], [-0.2, -0.1, 0.0], [-0.1, 0.1, -0.2], [0.2, -0.2, 0.1], [0.0, -0.1, 0.0], [0.0, 0.2, -0.1], [0.1, -0.4, 0.5], [0.0, 0.0, -0.1], [0.0, 0.1, 0.0], [0.1, 0.4, 0.4], [-0.4, 0.1, -0.2], [-0.1, 0.1, 0.0], [2.6, -0.4, -0.4], [-2.3, -0.3, -0.7], [-0.2, -0.2, 0.3], [0.2, -0.3, -0.7], [0.0, 0.0, 0.0], [0.3, -0.1, -0.2], [-0.1, -0.1, -0.1], [0.0, 0.1, 0.1], [0.0, 0.1, 0.0], [-0.1, 0.1, 0.1], [-0.1, -0.1, 0.0], [0.0, 0.0, 0.0], [0.0, 0.1, 0.1], [0.0, -0.1, 0.0], [-0.5, 0.1, 1.1], [0.1, 0.1, -0.7], [-0.1, 0.0, 0.2], [0.0, 0.0, -0.4], [-0.1, 0.1, -0.2], [-0.3, 0.2, -0.1], [0.1, 0.0, 0.2], [0.1, -0.1, 0.0], [0.1, 0.0, 0.0], [0.0, 0.0, 0.0], [0.0, 0.0, 0.0], [0.0, 0.0, 0.0]], "mulliken_charge": [-0.100, -0.210, -0.317, 0.467, -0.344, -0.523, -0.370, -0.787, -0.176, 0.507, -0.949, -0.277, -1.297, 0.237, -0.040, 0.511, -0.661, -0.448, -0.473, -0.226, -0.103, 0.280, 0.344, 0.352, 0.351, 0.349, 0.248, 0.414, 0.365, 0.354, 0.452, 0.404, 0.285, 0.351, 0.314, 0.360, -0.648, 1.176, -0.702, -0.292, -0.535, -0.218, -0.693, 1.303, -0.752, -0.816, -0.216, 0.119, -0.432, -0.250, -1.460, 0.141, 0.246, 0.216, 0.255, 0.362, 0.443, 0.263, 0.511, 0.753, -2.250, 1.943, -0.254, -0.093, -0.681, -0.148, -0.709, 0.291, 0.436, 0.351, 0.316, 0.380]}

=====

(2)
{"formula": "C7H11NO2", "method": "the ωB97M-V functional and the def2-TZVPD basis", "gap_ha": 0.3916, "max_force_ev_per_a": 11.41, "homo_energy_ha": -0.3629, "e_tot_ev": -13016.838, "e_lumo_ha": 0.029, "species": ["C", "C", "C", "C", "C", "C", "C", "H", "H", "H", "H", "H", "H", "H", "H", "H", "H", "H", "N", "O", "O"], "positions_angstrom": [[1.0378, 0.9904, -2.7592], [-0.1049, 0.3648, -2.0356], [-1.3954, 0.3299, -0.0068], [-1.3618, -0.4636, 1.3906], [-0.2154, -0.1313, 2.2218], [1.0139, -0.8218, 1.4354], [1.0540, -0.6606, -0.0839], [2.1742, 0.8328, -2.1422], [1.3720, 1.9156, -2.5890], [1.2538, 0.6707, -3.6274], [-2.1401, -0.1770, -0.5506], [-1.5350, 1.3078, 0.3160], [-2.4344, -0.2555, 1.9230], [-1.5931, -1.3189, 1.5820], [-0.2059, 1.0371, 2.2409], [-0.6483, -0.4015, 3.1186], [1.8996, -0.4463, 2.0544], [0.9443, -2.1657, 1.4555], [-0.0310, 0.1947, -0.5850], [-1.0514, 0.1570, -2.5973], [1.9670, -0.9588, -0.7615]], "forces_ev_per_angstrom": [[3.4, -1.8, 8.0], [7.5, 2.5, 4.1], [2.4, -4.4, 3.4], [-2.8, 10.9, -2.1], [0.8, 2.5, -3.2], [-0.5, -2.9, 2.8], [-2.7, 3.8, 1.9], [-3.0, -1.0, -1.4], [-0.7, 4.7, 0.2], [0.8, -2.3, -6.5], [-0.8, 0.2, -1.3], [-0.7, 1.9, -0.2], [2.0, 1.3, -0.8], [-1.5, -11.2, -0.2], [0.9, -1.9, 0.0], [1.0, -1.2, 2.8], [-0.5, -1.0, -1.8], [0.2, 4.1, 0.6], [0.4, -1.0, -1.1], [-7.9, -2.1, -4.4], [1.4, -1.4, -1.0]], "mulliken_charge": [-1.324, 0.572, -0.596, -1.253, -0.553, -0.220, 0.274, 0.185, 0.443, 0.448, 0.307, 0.298, 0.385, 0.796, 0.199, 0.419, 0.265, 0.218, 0.092, -0.423, -0.533]}